1.
Computed, not measured: 11 unconnected molecules or ions with the total composition C46H56F18N4O12 in a non-equilibrium geometry, with ωB97M-V/def2-TZVPD.

Results
Highest occupied orbital energy in eV: -7.7
E_tot in eV: -128052.984
Maximum force in eV/Å: 6.36
Kohn-Sham gap in eV: 8.231

Each line ends with the Löwdin charge.
Positions of all 136 atoms, in Å:
C1 5.428 11.364 12.265  -0.039
C2 5.540 12.780 11.659  -0.170
O1 4.669 12.944 10.505  -0.002
C3 4.993 12.549 9.237  -0.306
O2 6.035 11.936 8.919  0.123
C4 4.038 13.008 8.173  -0.571
F1 3.458 11.935 7.636  0.161
F2 3.071 13.653 8.736  0.197
F3 4.690 13.749 7.216  0.156
H1 4.363 11.166 12.384  0.059
H2 5.716 11.278 13.313  0.078
H3 5.937 10.610 11.664  0.080
H4 6.549 13.163 11.502  0.124
H5 5.132 13.564 12.297  0.106
C5 1.047 6.373 6.822  -0.028
C6 -0.051 6.987 7.777  -0.177
O3 -1.039 5.996 7.937  -0.001
C7 -1.828 6.026 9.035  -0.339
O4 -1.697 6.799 9.974  0.143
C8 -2.879 4.915 9.072  -0.540
F4 -2.754 4.114 8.017  0.170
F5 -2.774 4.106 10.106  0.194
F6 -4.106 5.501 9.131  0.154
H6 1.729 7.104 6.386  0.058
H7 0.636 5.762 6.018  0.059
H8 1.677 5.698 7.401  0.072
H9 -0.481 7.852 7.272  0.105
H10 0.448 7.251 8.710  0.127
C9 -2.440 17.598 4.398  -0.060
C10 -3.095 16.622 5.386  -0.232
O5 -2.510 15.396 5.081  0.019
C11 -2.762 14.285 5.831  -0.333
O6 -3.629 14.227 6.664  0.162
C12 -2.075 13.025 5.352  -0.503
F7 -1.147 12.629 6.266  0.150
F8 -2.963 12.058 5.046  0.164
F9 -1.438 13.292 4.200  0.151
H11 -2.749 18.604 4.684  0.075
H12 -2.677 17.488 3.340  0.081
H13 -1.368 17.697 4.563  0.069
H14 -4.174 16.772 5.352  0.130
H15 -2.868 16.804 6.437  0.102
C13 -5.744 11.826 9.428  -0.040
C14 -5.444 12.523 10.762  -0.220
O7 -5.725 13.885 10.717  0.024
C15 -4.667 14.775 10.553  -0.240
O8 -3.446 14.557 10.548  0.110
C16 -5.141 16.164 10.080  -0.529
F10 -6.455 16.243 10.101  0.190
F11 -4.539 17.055 10.880  0.171
F12 -4.727 16.347 8.783  0.137
H16 -5.186 12.188 8.565  0.072
H17 -6.784 11.775 9.108  0.081
H18 -5.455 10.778 9.362  0.056
H19 -4.425 12.395 11.127  0.099
H20 -5.934 12.117 11.647  0.129
C17 0.654 10.813 13.792  -0.045
C18 1.149 11.485 12.526  -0.224
O9 1.719 12.720 12.806  0.023
C19 1.073 13.879 12.749  -0.292
O10 -0.155 13.948 12.412  0.086
C20 1.889 15.138 13.053  -0.516
F13 3.134 14.747 13.457  0.136
F14 1.992 15.858 11.954  0.182
F15 1.271 15.897 13.992  0.163
H21 -0.050 10.021 13.537  0.077
H22 0.123 11.575 14.362  0.077
H23 1.467 10.438 14.413  0.079
H24 0.383 11.583 11.757  0.105
H25 1.891 10.853 12.038  0.122
C21 -1.953 4.922 4.855  -0.052
C22 -3.283 5.417 5.234  -0.254
O11 -3.330 6.567 6.023  0.016
C23 -4.485 7.133 6.371  -0.333
O12 -5.567 6.715 5.920  0.124
C24 -4.443 8.392 7.283  -0.503
F16 -5.135 8.156 8.411  0.151
F17 -3.187 8.737 7.611  0.157
F18 -5.075 9.434 6.675  0.144
H26 -2.038 3.976 4.320  0.097
H27 -1.331 4.763 5.736  0.062
H28 -1.486 5.664 4.207  0.064
H29 -3.758 4.624 5.811  0.125
H30 -3.877 5.570 4.333  0.131
C25 -0.829 10.989 8.583  -0.132
C26 0.293 11.780 8.752  -0.128
C27 -0.153 12.968 9.288  -0.175
N1 -1.453 12.919 9.589  0.079
C28 -1.922 11.627 9.184  -0.102
H31 -0.755 10.085 7.997  0.074
H32 1.305 11.570 8.438  0.073
H33 0.502 13.761 9.618  0.102
H34 -2.057 13.578 10.060  0.083
H35 -2.949 11.314 9.300  0.086
C29 -2.499 11.386 13.262  -0.144
C30 -3.488 10.961 14.097  -0.108
C31 -4.057 9.809 13.541  -0.132
N2 -3.474 9.631 12.349  0.021
C32 -2.427 10.491 12.235  -0.155
H36 -1.806 12.214 13.303  0.088
H37 -3.714 11.571 14.959  0.095
H38 -4.849 9.133 13.829  0.105
H39 -3.669 8.924 11.655  0.152
H40 -1.854 10.448 11.321  0.094
C33 -0.298 8.499 3.653  -0.111
C34 -1.213 9.268 4.339  -0.102
C35 -2.491 8.919 3.892  -0.107
N3 -2.324 8.041 2.834  0.015
C36 -0.991 7.812 2.666  -0.146
H41 0.780 8.485 3.708  0.091
H42 -0.887 10.012 5.050  0.075
H43 -3.496 9.247 4.111  0.107
H44 -3.020 7.624 2.233  0.151
H45 -0.572 7.272 1.830  0.110
C37 -0.112 16.873 8.389  -0.094
C38 -0.397 17.921 7.476  -0.097
C39 0.852 18.533 7.184  -0.147
N4 1.785 17.971 7.948  -0.006
C40 1.238 16.982 8.747  -0.114
H46 -0.845 16.139 8.689  0.083
H47 -1.349 18.195 7.046  0.070
H48 0.954 19.390 6.535  0.105
H49 2.734 18.264 8.133  0.152
H50 1.831 16.448 9.474  0.088
C41 2.172 10.264 5.451  -0.091
C42 1.567 11.046 4.468  -0.096
C43 1.976 10.983 3.154  -0.109
C44 3.075 10.273 2.859  -0.110
C45 3.700 9.500 3.827  -0.104
C46 3.284 9.479 5.129  -0.094
H51 1.691 10.166 6.413  0.089
H52 0.592 11.485 4.619  0.079
H53 1.449 11.513 2.374  0.114
H54 3.523 10.331 1.878  0.105
H55 4.527 8.918 3.448  0.101
H56 3.750 8.728 5.750  0.101



2.
Computed, not measured: 5 unconnected molecules or ions with the total composition C19H25BCl12F9N2O5 in a non-equilibrium geometry, with ωB97M-V/def2-TZVPD.

Results
Highest occupied orbital energy in eV: -4.3
Total charge: -1
E_tot in eV: -208721.273
Maximum force in eV/Å: 8.71
Kohn-Sham gap in eV: 5.925

Each line ends with the Löwdin charge.
Positions of all 73 atoms, in Å:
C1 7.328 -2.864 0.411  -0.155
C2 5.867 -2.694 1.189  -0.221
C3 5.513 -1.094 1.164  -0.134
C4 3.910 -0.773 0.805  -0.309
C5 3.792 0.854 0.755  -0.055
C6 2.339 1.459 0.310  -0.215
O1 1.205 1.377 1.060  -0.037
N1 2.283 2.134 -1.074  -0.230
C7 2.325 3.640 -0.962  -0.109
C8 1.116 1.629 -1.891  -0.115
C9 3.088 -1.301 2.163  -0.356
O2 2.915 -2.606 2.461  -0.138
O3 2.526 -0.353 3.181  -0.257
N2 3.582 -1.523 -0.443  0.007
C10 2.116 -1.775 -0.674  -0.133
C11 1.783 -3.408 -0.636  -0.029
C12 0.412 -3.784 0.179  -0.173
F1 0.661 -5.147 0.785  -0.022
F2 0.150 -2.894 1.369  0.011
C13 -0.930 -3.949 -0.746  -0.098
F3 -0.548 -4.858 -1.890  0.003
F4 -1.986 -4.715 0.009  0.021
C14 -1.486 -2.570 -1.433  -0.061
F5 -0.528 -1.955 -2.423  0.032
F6 -2.674 -2.978 -2.273  0.014
C15 -2.048 -1.441 -0.387  -0.122
F7 -1.058 -0.368 -0.048  0.030
F8 -2.639 -1.976 0.861  0.055
F9 -3.162 -0.725 -1.114  0.006
B1 4.336 -1.093 -1.673  -0.521
O4 5.165 -2.152 -2.351  0.022
O5 4.317 0.221 -2.341  0.059
H1 7.137 -2.678 -0.728  0.048
H2 8.117 -2.035 0.746  0.078
H3 7.802 -3.940 0.613  0.076
H4 5.024 -3.386 0.752  0.109
H5 6.089 -3.010 2.319  0.118
H6 6.258 -0.430 0.539  0.116
H7 5.634 -0.717 2.292  0.139
H8 4.610 1.359 0.047  0.125
H9 4.024 1.304 1.836  0.146
H10 2.817 4.042 -1.965  0.097
H11 3.081 3.900 -0.098  0.105
H12 1.245 4.060 -0.798  0.089
H13 1.497 1.574 -3.018  0.100
H14 0.159 2.299 -1.833  0.043
H15 0.813 0.516 -1.609  0.073
H16 1.902 -1.459 -1.806  0.120
H17 1.380 -1.136 -0.027  0.124
H18 2.671 -4.019 -0.121  0.148
H19 1.779 -3.790 -1.766  0.139
H20 6.070 -1.782 -2.571  0.094
H21 4.489 0.160 -3.325  0.115
C16 -3.999 2.860 -0.751  -1.526
Cl1 -4.463 3.427 -2.364  0.512
Cl2 -2.237 2.882 -0.566  0.561
Cl3 -4.768 3.850 0.501  0.494
H22 -4.344 1.829 -0.635  0.009
C17 -4.572 -0.746 3.785  -1.538
Cl4 -5.108 -2.330 4.370  0.512
Cl5 -5.810 -0.013 2.752  0.494
Cl6 -4.184 0.321 5.145  0.521
H23 -3.666 -0.888 3.189  0.008
C18 -8.103 6.448 0.418  -1.557
Cl7 -9.814 6.832 0.166  0.493
Cl8 -7.260 6.314 -1.135  0.500
Cl9 -7.334 7.675 1.439  0.520
H24 -8.038 5.484 0.929  -0.028
C19 -9.762 2.594 -0.108  -1.517
Cl10 -10.088 0.945 -0.665  0.524
Cl11 -8.017 2.873 0.022  0.516
Cl12 -10.502 3.778 -1.199  0.508
H25 -10.204 2.717 0.884  0.022



3.
Computed, not measured: a molecular structure, C31H33Cl3N3PdSSb2Si in a non-equilibrium geometry, with ωB97M-V/def2-TZVPD.

Results
Highest occupied orbital energy in eV: -10.7
Total charge: +1
E_tot in eV: -109985.265
Maximum force in eV/Å: 1.27
Kohn-Sham gap in eV: 6.794

Each line ends with the Löwdin charge.
Positions of all 75 atoms, in Å:
Pd1 -0.736 -1.369 0.359  0.328
C1 -1.167 1.313 2.399  -0.374
C2 0.117 0.934 3.151  -0.355
C3 0.770 -0.406 2.789  -0.378
Sb1 2.085 -1.157 1.062  1.436
C4 3.504 0.424 1.007  -0.415
C5 3.540 1.446 1.950  -0.128
C6 4.570 2.377 1.929  -0.076
C7 5.569 2.292 0.971  -0.073
C8 5.547 1.265 0.036  -0.073
C9 4.522 0.330 0.059  -0.147
C10 1.475 -1.157 -1.038  -0.468
C11 1.693 -0.078 -1.895  -0.173
C12 1.291 -0.132 -3.218  -0.063
C13 0.639 -1.263 -3.700  -0.061
C14 0.443 -2.355 -2.871  -0.062
C15 0.869 -2.312 -1.545  -0.196
Sb2 -0.647 1.207 0.326  1.514
C16 -1.829 1.943 -1.285  -0.419
C17 -2.316 1.038 -2.218  -0.195
C18 -3.033 1.492 -3.315  -0.066
C19 -3.251 2.854 -3.483  -0.066
C20 -2.740 3.760 -2.565  -0.068
C21 -2.016 3.307 -1.469  -0.117
C22 0.780 2.794 0.311  -0.336
C23 0.819 3.633 1.423  -0.133
C24 1.645 4.749 1.427  -0.065
C25 2.434 5.037 0.324  -0.067
C26 2.362 4.231 -0.802  -0.058
C27 1.529 3.122 -0.815  -0.121
H1 -1.559 2.273 2.731  0.070
H2 -1.930 0.558 2.553  0.000
H3 -0.136 0.895 4.216  0.123
H4 0.860 1.724 3.062  0.054
H5 0.029 -1.202 2.853  0.003
H6 1.609 -0.618 3.455  0.039
H7 2.771 1.529 2.705  0.077
H8 4.589 3.172 2.664  0.110
H9 6.369 3.020 0.957  0.109
H10 6.330 1.185 -0.706  0.109
H11 4.518 -0.472 -0.673  0.100
H12 2.239 0.776 -1.526  0.066
H13 1.486 0.704 -3.879  0.115
H14 0.312 -1.300 -4.730  0.113
H15 -0.032 -3.251 -3.249  0.114
H16 0.761 -3.193 -0.933  0.067
H17 -2.126 -0.024 -2.109  0.040
H18 -3.416 0.784 -4.037  0.112
H19 -3.811 3.210 -4.337  0.110
H20 -2.901 4.821 -2.700  0.110
H21 -1.611 4.021 -0.761  0.103
H22 0.203 3.442 2.290  0.082
H23 1.666 5.393 2.296  0.113
H24 3.082 5.904 0.332  0.112
H25 2.944 4.474 -1.682  0.113
H26 1.435 2.551 -1.724  0.086
Cl1 -3.634 -2.180 2.093  0.285
Si1 -3.014 -1.109 0.443  -0.741
Cl2 -3.949 0.713 0.722  0.335
Cl3 -3.977 -1.908 -1.164  0.315
C28 -4.773 -5.918 0.188  -0.096
C29 -3.464 -5.776 -0.590  -0.231
C30 -2.424 -5.027 0.175  -0.600
N1 -1.767 -4.028 -0.276  -0.006
N2 -0.893 -3.478 0.647  -0.159
C31 -0.891 -4.138 1.790  -0.718
N3 -0.090 -3.812 2.824  0.122
S1 -2.003 -5.448 1.823  1.124
H27 -5.514 -6.438 -0.416  0.081
H28 -5.172 -4.939 0.456  0.074
H29 -4.632 -6.493 1.105  0.066
H30 -3.620 -5.223 -1.515  0.110
H31 -3.072 -6.760 -0.858  0.119
H32 0.734 -3.271 2.595  0.039
H33 0.009 -4.465 3.583  0.110